Record 1
{"formula": "C26H67CdClN10O10P3", "method": "ωB97M-V/def2-TZVPD", "charge": 1, "molar_mass_g_mol": 920.67, "gap_ev": 3.61, "homo_ev": -9.73, "lumo_ev": -6.12, "energy_ha": -3982.450987, "species": ["Cd", "Cl", "P", "P", "P", "O", "O", "O", "O", "O", "O", "O", "O", "O", "O", "N", "N", "N", "N", "N", "N", "N", "N", "N", "N", "C", "C", "C", "C", "C", "C", "C", "C", "C", "C", "C", "C", "C", "C", "C", "C", "C", "C", "C", "C", "C", "C", "C", "C", "C", "C", "H", "H", "H", "H", "H", "H", "H", "H", "H", "H", "H", "H", "H", "H", "H", "H", "H", "H", "H", "H", "H", "H", "H", "H", "H", "H", "H", "H", "H", "H", "H", "H", "H", "H", "H", "H", "H", "H", "H", "H", "H", "H", "H", "H", "H", "H", "H", "H", "H", "H", "H", "H", "H", "H", "H", "H", "H", "H", "H", "H", "H", "H", "H", "H", "H", "H", "H"], "xyz": [[-4.07309, 2.32596, -0.64516], [-0.65918, 2.69404, 0.74579], [-0.29618, -3.55775, 4.25289], [-3.03796, 1.85167, -4.02279], [4.56052, -0.92457, 1.39851], [-3.92665, 0.22838, -0.13749], [-0.36086, 4.07093, 0.95825], [-1.91738, 2.62373, -0.03606], [-2.65981, -1.59826, -0.48332], [5.16808, -2.21329, 1.77041], [-3.44048, 2.08196, -2.58796], [0.29172, -4.82015, 3.78944], [-4.55866, -1.74984, 0.54628], [-0.80429, 1.97425, 1.96943], [0.36000, 2.07734, -0.06686], [-3.34763, 3.04855, -5.09371], [0.68718, -2.80802, 5.36972], [-1.42814, 1.53158, -4.08047], [3.42844, -0.39190, 2.46607], [5.63418, 0.32764, 1.26177], [-0.57059, -2.46789, 3.02529], [1.59317, 4.63091, -1.71264], [-3.80083, 0.54921, -4.64973], [3.81957, -1.10362, -0.09470], [-1.75699, -3.69771, 5.03381], [1.98478, 6.47009, -2.90464], [0.24057, -1.60284, 6.05693], [-0.51491, 2.45108, -3.34017], [6.51004, 0.38661, 0.11570], [2.97421, 5.49157, -3.23978], [2.74108, 4.40235, -2.42619], [-1.21998, -1.17559, 3.12861], [-3.68965, -0.97434, -0.02531], [-4.73013, 3.26896, -5.56303], [-0.89605, 0.97221, -5.33792], [1.10613, 5.88637, -2.02586], [-4.17320, -3.03332, 1.07399], [-1.77978, -4.27807, 6.37188], [-4.33203, -0.48484, -3.78779], [2.55759, 0.73278, 2.16310], [-1.51795, -0.78583, -0.83290], [3.74665, -0.04314, -1.10808], [-2.41828, 4.12698, -5.38369], [3.46471, -2.45145, -0.52578], [5.96590, 1.19583, 2.36369], [0.18160, -2.64390, 1.79245], [3.01814, -1.21123, 3.58150], [-2.92296, -4.04951, 4.22927], [1.67671, -3.54507, 6.17108], [-3.91519, 0.27447, -6.08604], [-0.49181, -1.66966, -1.51770], [-2.76519, -4.17657, 6.81400], [-1.06139, -0.38499, 0.06798], [-4.72930, -0.07597, -2.86211], [-0.40636, -2.61887, -0.98552], [3.26102, 3.46369, -2.31539], [-2.71910, -4.91311, 3.57623], [-0.49527, -2.67293, 0.93408], [-0.81081, -1.86926, -2.54324], [2.73253, -2.87609, 0.17244], [-4.67860, 3.95333, -6.40372], [6.24413, 1.18213, -0.59329], [3.06500, -0.33328, -1.90091], [1.95009, 7.47176, -3.30102], [-3.66982, -3.59976, 0.29541], [-5.12325, -1.04492, -4.28370], [3.20680, -0.63626, 4.49935], [4.32318, -3.12275, -0.51664], [0.22461, 6.23591, -1.51526], [7.53704, 0.61560, 0.41424], [-3.74307, -4.36186, 4.87177], [3.34621, 0.84704, -0.61210], [7.00681, 1.04364, 2.65984], [-1.22359, -0.06610, -5.38714], [1.93920, -1.36456, 3.61009], [3.59392, -2.13014, 3.56362], [-1.39703, 3.75397, -5.46237], [-3.26562, -0.56511, -6.34136], [-2.44726, 4.95236, -4.67053], [-3.54739, -2.95224, 1.95956], [5.34587, 0.97916, 3.23086], [1.15869, 3.98605, -1.08167], [4.72452, 0.21046, -1.50826], [-1.46971, -0.75381, 2.15360], [0.48716, 2.35585, -3.74548], [-5.08042, -3.56631, 1.33739], [-3.54140, -1.20998, -3.56155], [-5.29297, 3.73555, -4.75047], [1.10054, -0.93796, 6.16440], [1.99097, -4.40096, 5.57734], [0.48699, -1.19997, -1.50908], [-3.65317, 1.14472, -6.67461], [1.96765, 1.04547, 3.02153], [-1.31283, 1.48147, -6.21484], [2.51503, -2.87628, 6.35243], [-0.58283, -1.11747, 5.54685], [-0.82006, 3.49679, -3.32881], [-3.26469, -3.24200, 3.57787], [-0.45235, 2.11152, -2.30493], [-4.94921, -0.00359, -6.29793], [1.19749, -3.91814, 7.08034], [-0.16530, -1.82144, 7.05573], [0.93432, -1.85708, 1.66991], [2.96941, -2.40200, -1.49210], [-2.15418, -1.27505, 3.69298], [-0.60495, -0.44848, 3.66515], [3.06758, 1.53570, 1.62487], [-2.60104, 4.50424, -6.39077], [-5.23129, 2.35744, -5.86693], [-1.47695, -5.33438, 6.33819], [0.18234, 1.04885, -5.37887], [-1.79882, 0.03497, -1.48609], [-1.03556, -3.81737, 7.02227], [3.69218, 5.50527, -4.04139], [1.81002, 0.40655, 1.41048], [6.51563, -0.55773, -0.42775], [5.80503, 2.24403, 2.09328], [0.71853, -3.59242, 1.78168]], "mulliken_charge": [3.14, 1.59, 0.06, -1.10, 0.23, -0.70, -0.70, -0.83, -0.40, -0.96, -0.63, -0.95, -0.38, -0.64, -0.53, 0.46, 0.53, 0.73, 0.37, 0.42, 0.96, 0.15, 0.50, 0.39, 0.31, -0.74, -1.17, -1.10, -1.20, -0.55, -0.48, -0.94, 0.51, -1.00, -0.84, -0.33, -0.40, -0.94, -0.98, -1.22, 2.23, -1.07, -1.05, -0.81, -1.04, -1.14, -0.82, -0.86, -1.19, -1.32, -1.74, 0.37, -0.68, 0.14, 0.58, 0.44, 0.31, -0.04, 0.33, 0.03, 0.33, 0.29, 0.50, 0.43, 0.32, 0.38, 0.27, 0.29, 0.41, 0.38, 0.48, 0.28, 0.37, 0.15, 0.07, 0.38, 0.34, 0.38, 0.33, -0.04, 0.27, 0.20, 0.27, -0.22, 0.52, 0.34, 0.22, 0.26, 0.30, 0.36, 0.23, 0.46, 0.46, 0.33, 0.36, 0.34, 0.31, 0.11, -0.02, 0.42, 0.31, 0.39, 0.34, 0.47, 0.49, 0.20, 0.43, 0.40, 0.42, 0.36, 0.40, -0.42, 0.21, 0.41, 0.17, 0.40, 0.35, 0.52]}


Record 2
{"formula": "C10H17NS", "method": "ωB97M-V/def2-TZVPD", "relative_energy_kj_mol": 94.3, "charge": 0, "molar_mass_g_mol": 183.32, "smiles": "C/C=C1/C(=S)N(C)[C@H]1C(C)(C)C", "gap_ev": 8.61, "homo_ev": -8.19, "lumo_ev": 0.43, "energy_ha": -844.077434, "species": ["S", "N", "C", "C", "C", "C", "C", "C", "C", "C", "C", "C", "H", "H", "H", "H", "H", "H", "H", "H", "H", "H", "H", "H", "H", "H", "H", "H", "H"], "xyz": [[3.83646, -0.22389, 0.28539], [1.32694, -1.04663, -0.45288], [1.18662, 0.93995, -0.15980], [0.15979, -0.12883, -0.55291], [-2.14211, 0.58967, 0.05032], [-1.01570, -0.47434, 0.34066], [1.65565, -2.33650, -1.05745], [-0.57362, -0.46931, 1.82236], [1.36522, 2.23227, -0.11158], [-1.60154, -1.80728, -0.11796], [0.29228, 3.24770, -0.25160], [2.21014, -0.07868, -0.06821], [-2.42011, 0.60071, -0.99288], [1.16206, -3.18935, -0.45383], [-0.61370, 3.15816, -0.74940], [-3.00457, 0.08829, 0.65157], [-1.84797, 1.59045, 0.64489], [2.74533, -2.41241, -0.88260], [0.58425, 4.19523, -0.68372], [-1.32593, -2.03147, -1.22222], [1.37811, -2.60030, -2.10929], [-0.19818, -0.09363, -1.61856], [-0.17972, 0.54871, 1.83624], [-1.42564, -0.57452, 2.48100], [-1.24370, -2.66448, 0.42263], [-0.03935, -1.31111, 2.14375], [-0.06239, 3.61094, 0.72158], [-2.64036, -1.98960, 0.01724], [2.43174, 2.63027, 0.06725]], "nbo_charge": [-0.19, -0.40, -0.13, -0.03, -0.61, -0.06, -0.44, -0.62, -0.10, -0.62, -0.68, 0.14, 0.22, 0.20, 0.23, 0.21, 0.22, 0.25, 0.23, 0.20, 0.21, 0.20, 0.22, 0.21, 0.21, 0.23, 0.23, 0.22, 0.24]}


Record 3
{"formula": "C2H7NO3", "method": "ωB97M-V/def2-TZVPD", "relative_energy_kj_mol": 3.0, "charge": 0, "molar_mass_g_mol": 93.08, "smiles": "CNC(=O)O.O", "gap_ev": 10.88, "homo_ev": -10.22, "lumo_ev": 0.66, "energy_ha": -360.912491, "species": ["O", "O", "O", "N", "C", "C", "H", "H", "H", "H", "H", "H", "H"], "xyz": [[0.22328, -0.49888, 1.51748], [2.94099, 0.70896, 1.72158], [0.82459, -0.29175, -0.63663], [-1.34134, -0.05531, -0.08842], [-1.67906, 0.02326, -1.50373], [-0.08986, -0.31436, 0.36065], [2.77082, 0.10818, 2.45528], [-2.75409, -0.11763, -1.60195], [2.05395, 0.97872, 1.46421], [-1.44584, 1.01116, -1.90245], [1.68750, -0.48967, -0.24474], [-1.12627, -0.70743, -2.08472], [-2.06467, -0.35524, 0.54343]], "nbo_charge": [-0.67, -0.95, -0.71, -0.63, -0.41, 0.88, 0.48, 0.21, 0.47, 0.20, 0.51, 0.21, 0.41]}


Record 4
{"formula": "C11H28O3ReS4SbSi3", "method": "ωB97M-V/def2-TZVPD", "charge": 2, "molar_mass_g_mol": 728.84, "gap_ev": 6.42, "homo_ev": -15.48, "lumo_ev": -9.06, "energy_ha": -3440.944125, "species": ["Re", "Sb", "S", "S", "S", "S", "Si", "Si", "Si", "O", "O", "O", "C", "C", "C", "C", "C", "C", "C", "C", "C", "C", "C", "H", "H", "H", "H", "H", "H", "H", "H", "H", "H", "H", "H", "H", "H", "H", "H", "H", "H", "H", "H", "H", "H", "H", "H", "H", "H", "H", "H"], "xyz": [[-0.13006, -0.61981, 1.55933], [-2.48113, -0.34557, 4.36121], [-2.01462, -1.72190, 1.60471], [-4.15014, 0.83214, 3.65263], [-0.45772, 0.75829, 3.20473], [-1.72083, -1.98090, 5.55494], [-1.33258, 1.63671, -0.49271], [-0.24058, -1.31816, -1.60073], [1.82034, 0.71860, -0.13011], [0.59820, -2.38603, 2.30628], [-1.40465, -3.34393, 2.05427], [1.84702, 0.30034, 1.53021], [2.19833, 2.50124, -0.40802], [2.90674, 0.46812, 2.50497], [-0.99188, 2.22104, -2.22595], [-0.17786, -3.37558, 2.38665], [3.09786, -0.32230, -0.96508], [0.75782, -0.85196, -3.10760], [-3.10335, 1.07473, -0.33946], [-2.00869, -1.57483, -2.11060], [0.43095, -2.92168, -0.87954], [-0.02278, 0.09812, -0.22678], [-1.09442, 3.00372, 0.75144], [0.01226, 2.61520, -2.37854], [0.19978, -4.32908, 2.75395], [2.24321, 2.70566, -1.48009], [-3.68642, 1.97809, -0.13461], [0.79749, -3.52186, -1.71761], [-3.49234, 0.63646, -1.25455], [1.53201, 3.22146, 0.05533], [2.48375, 0.30462, 3.49214], [3.24204, -0.02206, -2.00319], [-0.08422, 3.20539, 1.09798], [-2.73853, -1.68880, -1.31119], [4.04239, -0.12054, -0.44749], [0.80827, 0.21743, -3.31250], [-2.01171, -2.50607, -2.68693], [1.27551, -2.83637, -0.19200], [-1.45502, 3.91116, 0.25535], [0.25566, -1.31799, -3.96064], [2.92347, -1.39672, -0.92913], [-0.35744, -3.51162, -0.40604], [1.77183, -1.24656, -3.08003], [3.69106, -0.25940, 2.30792], [-3.31265, 0.38922, 0.48406], [-1.73175, 2.84973, 1.62371], [-1.69248, 3.04266, -2.40806], [3.20940, 2.67490, -0.02428], [3.29379, 1.48251, 2.43569], [-1.19494, 1.46058, -2.97998], [-2.35042, -0.78839, -2.78405]], "nbo_charge": [0.85, 1.35, 0.46, -0.40, -0.11, -0.43, 1.78, 1.74, 2.02, -0.61, -0.54, -0.95, -1.20, -0.24, -1.15, 0.72, -1.19, -1.15, -1.15, -1.15, -1.17, -1.48, -1.16, 0.25, 0.23, 0.28, 0.28, 0.29, 0.26, 0.27, 0.21, 0.28, 0.24, 0.25, 0.28, 0.25, 0.28, 0.24, 0.28, 0.28, 0.26, 0.24, 0.26, 0.21, 0.23, 0.26, 0.28, 0.28, 0.21, 0.25, 0.26]}